[1]
Entry from the Open Molecules 2025 dataset: a molecular structure, C24H16Co2NO7 at a distorted geometry (ωB97M-V/def2-TZVPD).

Calculated values
Charge: -1
HOMO-LUMO gap, eV: 6.44

Each line ends with the natural charge from an NBO analysis.
Geometry (Å):
O -2.407 0.630 -2.626  -0.556
C -1.312 0.414 -2.309  0.511
Co 0.285 -0.070 -1.810  -0.023
C 1.332 1.300 -2.198  0.474
O 1.916 2.273 -2.438  -0.540
C 0.211 -0.403 -0.113  0.444
O 0.112 -0.669 1.015  -0.588
C 0.206 -2.046 -2.355  -0.283
C -1.098 -2.659 -2.132  -0.091
C -1.643 -2.860 -0.839  -0.152
C -3.001 -3.151 -0.706  -0.235
C -3.794 -3.346 -1.844  -0.249
C -3.211 -3.345 -3.116  -0.215
C -1.849 -3.076 -3.256  -0.215
C 0.940 -1.951 -3.584  -0.129
C 0.747 -1.524 -4.832  -0.543
Co 1.954 -2.418 -2.239  -0.108
C 2.138 -2.881 -0.519  0.583
O 2.418 -3.226 0.547  -0.526
C 3.250 -1.146 -2.316  0.519
O 4.213 -0.511 -2.301  -0.538
C 2.691 -3.776 -3.076  0.590
O 3.127 -4.642 -3.708  -0.532
H -1.010 -2.753 0.048  0.208
H -3.440 -3.212 0.293  0.201
H -4.862 -3.538 -1.737  0.198
H -3.798 -3.542 -4.015  0.200
H -1.368 -3.113 -4.238  0.220
H 1.567 -1.529 -5.548  0.184
H -0.220 -1.142 -5.163  0.191
C -2.760 1.966 3.786  -0.254
O -1.377 1.686 3.450  -0.489
C -0.502 2.722 3.456  0.329
C -0.831 4.076 3.712  -0.340
C 0.159 5.063 3.695  -0.208
C 1.501 4.748 3.417  -0.281
C 1.830 3.433 3.151  0.140
C 0.847 2.404 3.175  -0.092
C 1.515 1.182 2.886  -0.288
C 2.862 1.474 2.666  -0.036
N 3.046 2.837 2.836  -0.533
H -3.243 0.992 3.757  0.202
H -2.843 2.399 4.793  0.174
H -3.215 2.637 3.045  0.182
H -1.866 4.344 3.930  0.209
H -0.125 6.093 3.906  0.206
H 2.278 5.504 3.406  0.203
H 1.028 0.220 2.879  0.250
H 3.677 0.804 2.419  0.218
H 3.928 3.328 2.749  0.408

[2]
Entry from the Open Molecules 2025 dataset: a molecular structure, C24H17AsN5O3ReS5 (ωB97M-V/def2-TZVPD).

Calculated values
Charge: +2
HOMO-LUMO gap, eV: 6.19

Each line ends with the natural charge from an NBO analysis.
Geometry (Å):
Re 1.175 0.002 0.723  0.981
C 2.128 1.680 -4.296  -0.157
C 0.824 1.303 -4.002  -0.179
C 0.389 1.263 -2.686  -0.230
C 1.285 1.603 -1.683  0.157
C 2.586 1.998 -1.959  -0.250
C 3.005 2.036 -3.279  -0.186
N 0.832 1.542 -0.308  -0.411
C 0.027 2.593 0.173  0.108
C -0.148 3.809 -0.469  -0.195
C -0.965 4.750 0.141  -0.134
C -1.597 4.491 1.358  -0.162
C -1.425 3.276 2.000  -0.169
C -0.605 2.343 1.391  0.156
N -0.311 1.057 1.867  -0.152
N -0.751 0.676 2.967  -0.095
C -0.253 -0.588 3.296  0.286
C -0.720 -1.245 4.413  -0.182
C -0.200 -2.499 4.701  -0.093
C 0.769 -3.035 3.869  -0.204
C 1.204 -2.316 2.771  0.118
N 0.704 -1.101 2.485  -0.455
H 2.461 1.705 -5.325  0.243
H 0.143 1.036 -4.798  0.243
H -0.625 0.978 -2.437  0.238
H 3.250 2.292 -1.154  0.218
H 4.012 2.351 -3.514  0.242
H 0.334 4.016 -1.414  0.254
H -1.113 5.707 -0.341  0.250
H -2.230 5.246 1.802  0.251
H -1.914 3.050 2.937  0.257
H -1.476 -0.770 5.021  0.271
H -0.546 -3.047 5.566  0.261
H 1.199 -4.008 4.057  0.266
H 1.954 -2.710 2.105  0.247
S 6.267 1.873 2.320  -0.161
As 4.634 0.974 1.647  0.946
S 2.646 1.121 2.361  -0.301
S 2.791 -1.151 -0.307  0.216
S 4.780 -0.462 0.033  -0.075
O -1.986 0.306 -0.085  -0.582
C -1.569 -0.792 -0.371  0.668
N -0.251 -1.198 -0.127  -0.893
S 0.023 -2.769 -0.707  2.299
O 0.252 -3.622 0.422  -0.923
O 1.044 -2.676 -1.706  -0.901
C -1.578 -2.978 -1.358  -0.253
C -2.084 -4.076 -2.023  -0.188
C -3.414 -4.002 -2.421  -0.154
C -4.186 -2.872 -2.155  -0.169
C -3.652 -1.780 -1.485  -0.141
C -2.328 -1.849 -1.086  -0.172
H -1.481 -4.950 -2.226  0.253
H -3.857 -4.836 -2.947  0.246
H -5.217 -2.849 -2.480  0.244
H -4.240 -0.897 -1.275  0.249

[3]
Entry from the Open Molecules 2025 dataset: a molecular structure, C24H17BrCl3GeO7S2Ti at a distorted geometry (ωB97M-V/def2-TZVPD).

Calculated values
Spin multiplicity: 2
HOMO-LUMO gap (alpha / beta), eV: 7.31 / 6.77

Each line ends with the natural charge from an NBO analysis.
Geometry (Å):
Ti -0.602 -1.175 0.566  1.345
O -3.408 -3.555 2.110  -0.908
S -2.443 -2.511 2.058  2.388
O -2.748 -1.331 1.234  -0.938
O -1.086 -2.926 1.575  -0.948
C -2.215 -1.911 3.731  -0.238
C -3.037 -2.492 4.683  -0.191
C -2.986 -2.086 6.010  -0.186
C -2.110 -1.088 6.391  -0.190
C -1.280 -0.500 5.447  -0.166
C -1.321 -0.900 4.121  -0.360
S -0.148 -0.087 3.047  2.409
O -0.918 0.438 1.875  -0.966
O 0.519 0.911 3.814  -0.911
O 0.682 -1.141 2.438  -0.947
H -3.719 -3.268 4.368  0.255
H -3.637 -2.556 6.734  0.225
H -2.062 -0.760 7.421  0.225
H -0.587 0.278 5.730  0.254
Cl -1.855 -2.587 -6.626  0.016
C -1.697 -2.017 -4.998  -0.021
C -1.977 -2.866 -3.945  -0.243
C -1.842 -2.405 -2.649  -0.081
Cl -2.190 -3.477 -1.343  0.090
C -1.416 -1.101 -2.360  0.321
O -1.264 -0.681 -1.102  -0.751
C -1.167 -0.273 -3.463  -0.089
Cl -0.729 1.374 -3.180  0.037
C -1.298 -0.714 -4.767  -0.251
H -2.296 -3.882 -4.122  0.246
H -1.097 -0.039 -5.586  0.245
Br 1.316 -2.231 -0.514  -0.228
Ge 1.622 0.727 -0.090  1.331
C 0.560 2.352 -0.260  -0.360
C -0.815 2.535 -0.181  -0.200
C -1.338 3.816 -0.249  -0.197
C -0.500 4.914 -0.398  -0.195
C 0.870 4.733 -0.486  -0.210
C 1.401 3.451 -0.422  -0.248
C 3.028 0.486 -1.391  -0.395
C 2.852 0.127 -2.724  -0.210
C 3.951 0.028 -3.561  -0.207
C 5.227 0.292 -3.079  -0.195
C 5.410 0.644 -1.752  -0.198
C 4.312 0.733 -0.905  -0.244
H 2.218 0.585 1.310  -0.118
H -1.484 1.696 -0.085  0.231
H -2.410 3.956 -0.190  0.220
H -0.919 5.911 -0.451  0.218
H 1.529 5.582 -0.609  0.220
H 2.476 3.322 -0.507  0.219
H 1.867 -0.097 -3.108  0.222
H 3.812 -0.262 -4.595  0.219
H 6.081 0.213 -3.740  0.218
H 6.403 0.838 -1.368  0.218
H 4.465 0.980 0.140  0.218

[4]
Entry from the Open Molecules 2025 dataset: a molecular structure, C24H17F3InO4 at a distorted geometry (ωB97M-V/def2-TZVPD).

Calculated values
Charge: +1
HOMO-LUMO gap, eV: 3.82

Each line ends with the natural charge from an NBO analysis.
Geometry (Å):
In -29.696 6.148 -23.701  0.957
C -28.466 5.247 -19.269  -0.046
C -29.426 5.127 -20.354  0.359
C -29.518 3.781 -21.054  0.353
O -29.996 3.758 -22.173  -0.521
C -28.890 2.633 -20.454  -0.035
C -28.074 2.773 -19.308  0.324
C -27.779 4.146 -18.758  0.317
O -26.902 4.319 -17.922  -0.376
O -27.500 1.801 -18.857  -0.374
O -30.069 6.066 -20.781  -0.518
H -28.342 6.226 -18.823  0.259
H -29.020 1.687 -20.968  0.266
F -32.342 5.091 -23.317  -0.375
C -33.237 4.147 -22.874  0.392
C -34.060 3.568 -23.839  -0.277
C -35.002 2.664 -23.349  -0.173
C -35.082 2.399 -21.982  -0.218
C -34.148 2.871 -21.097  -0.183
C -33.229 3.819 -21.547  -0.298
H -34.016 3.853 -24.878  0.237
H -35.729 2.218 -24.014  0.228
H -35.779 1.644 -21.637  0.226
H -34.180 2.539 -20.068  0.226
H -32.592 4.422 -20.911  0.224
F -30.402 8.956 -24.204  -0.371
C -30.521 10.236 -24.676  0.382
C -31.048 10.402 -25.951  -0.282
C -31.108 11.685 -26.466  -0.182
C -30.733 12.784 -25.690  -0.213
C -30.150 12.585 -24.456  -0.178
C -30.046 11.293 -23.936  -0.288
H -31.279 9.495 -26.494  0.228
H -31.476 11.930 -27.454  0.229
H -30.751 13.794 -26.079  0.227
H -29.855 13.412 -23.825  0.226
H -29.645 11.177 -22.937  0.230
F -28.291 3.890 -24.417  -0.372
C -27.471 2.797 -24.486  0.387
C -26.748 2.449 -23.366  -0.305
C -25.939 1.330 -23.410  -0.173
C -25.920 0.509 -24.528  -0.211
C -26.810 0.781 -25.563  -0.174
C -27.584 1.933 -25.559  -0.276
H -26.760 2.994 -22.429  0.210
H -25.348 1.044 -22.549  0.227
H -25.201 -0.297 -24.558  0.234
H -26.928 0.133 -26.421  0.231
H -28.274 2.148 -26.362  0.238

Record-wise energy values, in eV: -116222.233, -155888.075, -248410.881, -46668.635
Record-wise energy above the lowest of the compared OMol25 structures with the same formula, charge and spin values, in kcal/mol: 10.7, 0.0, 40.9, 10.1